(1)
Formula: C64H63HfN6O7PS2Si
Source: the Open Molecules 2025 dataset
Level of theory: wB97M-V/def2-TZVPD

```
145
Properties=species:S:1:pos:R:3
Hf -0.11 -0.78 0.81
O -0.44 -3.98 -0.64
C -0.31 -2.87 -1.13
O -0.96 -1.81 -0.67
C 0.57 -2.61 -2.31
C 1.26 -3.69 -2.82
C 2.15 -3.52 -3.87
C 2.35 -2.24 -4.38
C 1.64 -1.16 -3.87
C 0.71 -1.31 -2.85
P -0.29 0.17 -2.20
C 0.22 1.43 -3.45
C 1.35 2.20 -3.14
C 1.79 3.21 -3.98
C 1.09 3.48 -5.15
C -0.04 2.74 -5.46
C -0.47 1.72 -4.62
C -1.95 -0.40 -2.79
C -3.09 -0.19 -2.02
C -4.33 -0.62 -2.45
C -4.46 -1.28 -3.67
C -3.32 -1.52 -4.44
C -2.08 -1.09 -3.99
H 1.10 -4.66 -2.38
H 2.70 -4.36 -4.27
H 3.07 -2.08 -5.18
H 1.81 -0.18 -4.31
H 1.87 2.03 -2.21
H 2.66 3.80 -3.71
H 1.42 4.28 -5.81
H -0.60 2.96 -6.36
H -1.38 1.19 -4.86
H -3.01 0.31 -1.06
H -5.21 -0.43 -1.84
H -5.43 -1.60 -4.02
H -3.40 -2.05 -5.38
H -1.20 -1.28 -4.60
O -1.32 1.00 0.95
C -1.41 1.67 2.26
C -0.63 0.76 3.27
O -0.50 1.10 4.42
O -0.12 -0.33 2.74
C -2.89 1.80 2.63
C -3.41 1.38 3.85
C -4.78 1.50 4.11
C -5.63 2.02 3.15
C -5.11 2.45 1.94
C -3.76 2.35 1.68
C -0.74 3.06 2.28
C 0.07 3.54 1.26
C 0.65 4.80 1.35
C 0.46 5.58 2.47
C -0.34 5.10 3.51
C -0.93 3.85 3.41
H -1.61 1.66 0.21
H -2.76 0.97 4.61
H -5.16 1.17 5.07
H -6.70 2.10 3.36
H -5.77 2.88 1.19
H -3.36 2.73 0.74
H 0.24 2.96 0.37
H 1.25 5.16 0.52
H 0.90 6.57 2.54
H -0.50 5.70 4.39
H -1.56 3.49 4.21
C -5.15 6.47 -2.36
C -4.58 5.14 -2.78
C -5.08 4.46 -3.89
C -4.47 3.26 -4.19
N -3.48 2.74 -3.47
C -3.06 3.45 -2.40
S -1.72 2.81 -1.46
N -3.59 4.65 -2.04
H -5.54 7.03 -3.21
H -4.38 7.05 -1.85
H -5.98 6.31 -1.65
H -5.89 4.85 -4.48
H -4.80 2.67 -5.05
C 1.03 -4.10 3.25
C 2.33 -4.21 2.43
C 2.13 -5.24 1.31
C 3.47 -4.68 3.35
Si 2.74 -2.56 1.65
O 1.41 -2.00 0.83
C 3.34 -1.34 2.95
C 4.59 -0.70 2.84
C 5.03 0.21 3.80
C 4.23 0.52 4.89
C 2.98 -0.09 5.02
C 2.56 -1.01 4.07
C 4.16 -2.75 0.43
C 5.44 -3.13 0.85
C 6.50 -3.25 -0.05
C 6.29 -3.00 -1.40
C 5.02 -2.64 -1.85
C 3.97 -2.52 -0.94
H 0.65 -5.11 3.48
H 0.24 -3.57 2.72
H 1.20 -3.59 4.21
H 1.89 -6.22 1.74
H 3.03 -5.35 0.69
H 1.30 -4.95 0.64
H 3.18 -5.62 3.85
H 3.71 -3.94 4.12
H 4.39 -4.88 2.78
H 5.22 -0.89 1.98
H 6.00 0.68 3.68
H 4.56 1.23 5.63
H 2.34 0.15 5.86
H 1.58 -1.46 4.20
H 5.64 -3.31 1.90
H 7.48 -3.54 0.31
H 7.11 -3.09 -2.10
H 4.85 -2.45 -2.90
H 2.99 -2.25 -1.31
S -2.30 -1.87 2.04
C -3.39 -2.78 1.07
N -4.70 -2.60 1.26
C -5.70 -3.45 0.61
C -5.23 -3.69 -0.82
C -3.86 -4.34 -0.79
N -2.99 -3.65 0.17
H -4.96 -1.97 2.00
H -6.66 -2.93 0.63
H -5.80 -4.39 1.14
H -5.16 -2.73 -1.34
H -5.93 -4.33 -1.35
H -3.39 -4.29 -1.77
H -3.94 -5.40 -0.50
H -1.98 -3.72 0.03
N 5.62 3.90 1.49
C 5.54 2.76 0.76
O 6.46 2.31 0.10
C 4.21 2.04 0.82
C 3.36 2.12 1.90
C 2.17 1.43 1.87
N 1.77 0.71 0.82
C 2.63 0.60 -0.21
C 3.85 1.24 -0.25
H 6.48 4.43 1.44
H 4.82 4.32 1.92
H 3.62 2.68 2.80
H 1.53 1.46 2.74
H 2.33 -0.02 -1.04
H 4.52 1.11 -1.09
```

Properties
* highest occupied orbital energy: -7.02 eV
* HOMO-LUMO gap: 6.684 eV
* E_LUMO: -0.34 eV
* spin multiplicity: 1

---

(2)
Formula: C55H55BBr2IN3O11P2S2
Source: the Open Molecules 2025 dataset
Level of theory: wB97M-V/def2-TZVPD

```
132
Properties=species:S:1:pos:R:3
C -0.85 -9.93 3.08
C -1.03 -8.41 2.99
O -0.65 -7.77 4.20
C -1.49 -6.69 4.58
C -0.69 -5.48 5.06
O -0.23 -4.63 4.01
C -1.19 -3.59 3.80
C -0.90 -2.85 2.50
C -0.97 -3.57 1.33
S -1.40 -5.30 1.29
C -0.71 -2.93 0.13
C -0.40 -1.59 0.06
C -0.33 -0.91 1.27
Br 0.16 0.94 1.16
C -0.57 -1.50 2.50
P -0.48 -0.74 4.18
N 1.15 -1.12 4.68
O -0.51 0.91 4.14
N -0.17 -0.90 -1.17
C -1.38 -0.33 -1.77
N -2.43 -1.28 -2.11
C -2.83 -1.22 -3.52
C 0.65 -1.64 -2.10
C 0.51 -3.00 -2.32
C 1.28 -3.69 -3.23
C 1.00 -5.17 -3.39
I 2.67 -6.49 -3.11
C 0.11 -5.54 -4.64
C -0.32 -4.32 -5.48
C 2.22 -2.95 -3.95
P 3.36 -3.58 -5.28
C 4.90 -4.10 -4.34
O 2.69 -4.91 -6.03
C 2.37 -1.59 -3.74
C 3.40 -0.79 -4.54
C 2.95 -0.53 -6.00
O 3.70 -0.46 -6.93
Br 1.02 -0.29 -6.39
C 1.59 -0.92 -2.82
B 1.70 0.66 -2.58
O 1.46 1.49 -3.68
O 2.04 1.11 -1.35
C 2.36 2.51 -1.26
C 3.84 2.71 -1.64
S -0.76 -3.84 -1.39
H -0.67 -10.35 2.09
H -0.06 -10.22 3.78
H -1.78 -10.41 3.44
H -0.34 -8.07 2.21
H -2.07 -8.22 2.69
H -2.05 -7.03 5.48
H -2.24 -6.41 3.84
H -1.34 -4.95 5.77
H 0.15 -5.87 5.65
H -2.19 -4.04 3.67
H -1.24 -2.93 4.67
H -2.66 -5.30 0.78
H 1.06 -1.29 5.68
H 1.35 -2.05 4.30
H 0.40 1.24 4.02
H -1.11 0.21 -2.68
H -1.81 0.40 -1.07
H -3.22 -1.23 -1.48
H -3.28 -0.23 -3.72
H -1.95 -1.30 -4.16
H -3.53 -2.01 -3.80
H 0.36 -5.43 -2.55
H -0.82 -6.00 -4.29
H 0.62 -6.29 -5.24
H 0.51 -3.74 -5.87
H -1.03 -3.68 -4.93
H -0.87 -4.70 -6.35
H 5.08 -5.17 -4.44
H 4.76 -3.93 -3.27
H 5.77 -3.52 -4.69
H 3.40 -5.51 -6.29
H 3.66 0.15 -4.06
H 4.33 -1.34 -4.67
H 2.28 1.84 -4.04
H 2.27 2.78 -0.21
H 1.68 3.15 -1.82
H 4.18 3.64 -1.16
H 3.97 2.82 -2.72
H 4.44 1.90 -1.23
O -5.22 -1.65 2.62
C -5.78 -0.57 2.62
C -7.27 -0.48 2.53
C -8.01 -1.66 2.47
C -9.39 -1.59 2.43
C -10.04 -0.36 2.44
C -9.30 0.81 2.48
C -7.91 0.75 2.52
C -7.13 2.02 2.54
O -7.69 3.10 2.48
C -5.65 1.94 2.65
C -4.90 3.11 2.71
C -3.52 3.04 2.85
C -2.88 1.81 2.92
C -3.62 0.64 2.85
C -5.00 0.70 2.71
H -7.51 -2.61 2.46
H -9.97 -2.50 2.38
H -11.12 -0.31 2.42
H -9.80 1.77 2.49
H -5.39 4.07 2.66
H -2.94 3.95 2.90
H -1.79 1.74 3.04
H -3.13 -0.32 2.90
O 4.66 11.83 0.11
C 4.66 10.62 0.20
C 4.24 9.77 -0.94
C 3.87 10.37 -2.14
C 3.52 9.60 -3.23
C 3.53 8.21 -3.13
C 3.88 7.60 -1.93
C 4.24 8.38 -0.84
C 4.59 7.71 0.45
O 4.54 6.51 0.56
C 5.03 8.56 1.59
C 5.40 7.96 2.78
C 5.84 8.73 3.84
C 5.91 10.11 3.71
C 5.53 10.72 2.53
C 5.08 9.95 1.47
H 3.87 11.45 -2.22
H 3.23 10.07 -4.16
H 3.27 7.60 -3.98
H 3.89 6.52 -1.85
H 5.36 6.88 2.88
H 6.14 8.26 4.77
H 6.27 10.72 4.54
H 5.58 11.80 2.43
```

Properties
* highest occupied orbital energy: -7.71 eV
* HOMO-LUMO gap: 6.584 eV
* E_LUMO: -1.12 eV
* spin multiplicity: 1
* SMILES: CCOCCOCc1c(S)c2c(c(Br)c1P(N)O)N(CNC)c1c(c([C@H](I)CC)c(P(C)O)c(CC(=O)Br)c1B(O)OCC)S2.O=C1c2ccccc2C(=O)c2ccccc21.O=C1c2ccccc2C(=O)c2ccccc21
* energy above the lowest of the compared OMol25 structures with the same formula, charge and spin: 0.0 kJ/mol

---

(3)
Formula: C19H43FN3O4P
Source: the Open Molecules 2025 dataset
Level of theory: wB97M-V/def2-TZVPD

```
71
Properties=species:S:1:pos:R:3
N 2.27 -4.87 -0.09
P 1.67 -3.84 -1.20
O 2.28 -2.23 -0.87
O 2.18 -4.22 -2.85
C -0.24 -3.74 -1.25
C -1.11 -3.77 0.14
C -2.56 -4.20 -0.52
C -3.91 -4.21 0.42
C -5.13 -3.59 -0.54
C -5.17 -1.93 -0.48
F -4.20 -1.30 -1.45
O -2.20 -5.38 -1.32
C -0.99 -4.97 -2.10
O -0.57 -5.45 -3.30
H 2.86 -4.22 0.53
H 1.81 -1.57 -1.49
H 1.64 -3.62 -3.43
H -0.44 -2.66 -1.66
H -0.73 -4.66 0.82
H -1.10 -2.81 0.84
H -2.68 -3.37 -1.35
H -3.83 -3.54 1.38
H -4.20 -5.33 0.63
H -6.20 -4.00 -0.19
H -5.01 -3.89 -1.67
H -6.24 -1.50 -0.79
H -4.97 -1.52 0.63
C -2.25 0.97 1.29
C -2.34 2.46 0.94
N -1.72 2.81 -0.34
C -1.60 4.26 -0.54
C -2.88 5.07 -0.65
C -2.18 2.06 -1.51
C -3.66 2.13 -1.85
H -1.21 0.63 1.32
H -2.68 0.81 2.29
H -2.81 0.35 0.59
H -1.82 3.00 1.75
H -3.39 2.77 0.98
H -0.98 4.45 -1.43
H -1.02 4.67 0.30
H -3.35 4.94 -1.63
H -2.66 6.14 -0.55
H -3.61 4.81 0.12
H -1.91 1.01 -1.37
H -1.60 2.37 -2.39
H -4.30 2.05 -0.97
H -3.92 1.31 -2.52
H -3.91 3.05 -2.38
C 6.16 -0.10 0.19
C 4.85 0.68 0.28
N 4.34 0.86 1.64
C 2.98 1.40 1.69
C 2.76 2.81 1.15
C 5.27 1.46 2.61
C 5.82 2.84 2.29
H 6.06 -1.09 0.65
H 6.44 -0.24 -0.85
H 6.99 0.42 0.68
H 4.11 0.12 -0.30
H 4.99 1.64 -0.23
H 2.60 1.35 2.71
H 2.33 0.71 1.12
H 3.11 3.56 1.86
H 1.69 2.98 1.00
H 3.25 2.97 0.19
H 6.12 0.78 2.74
H 4.80 1.48 3.60
H 6.10 2.96 1.24
H 6.71 3.03 2.90
H 5.10 3.63 2.54
```

Properties
* highest occupied orbital energy: -8.08 eV
* HOMO-LUMO gap: 7.958 eV
* E_LUMO: -0.12 eV
* spin multiplicity: 1
* SMILES: N=P(O)(O)[C@@H]1C[C@H](CCCF)OC1=O.CCN(CC)CC.CCN(CC)CC

---

(4)
Formula: C54H50N6O9STeV
Source: the Open Molecules 2025 dataset
Level of theory: wB97M-V/def2-TZVPD

```
122
Properties=species:S:1:pos:R:3
V 1.42 1.48 0.32
C 6.59 -2.59 1.96
C 5.70 -1.50 1.41
C 6.22 -0.43 0.70
C 5.42 0.61 0.22
C 6.08 1.73 -0.53
O 7.00 1.50 -1.28
C 5.60 3.14 -0.33
C 5.65 4.02 -1.40
C 5.24 5.34 -1.25
C 4.81 5.79 0.00
C 4.79 4.92 1.08
C 5.18 3.59 0.92
C 4.04 0.55 0.41
O 3.18 1.49 0.01
C 3.50 -0.57 1.09
C 4.32 -1.56 1.59
C 2.00 -0.57 1.16
N 1.26 -0.61 0.06
C 1.85 -0.94 -1.24
C 0.89 -1.76 -2.10
Te 0.11 -3.49 -1.10
C 2.02 -4.42 -1.02
C 2.81 -4.56 -2.17
C 4.09 -5.09 -2.08
C 4.59 -5.51 -0.85
C 3.80 -5.39 0.29
C 2.53 -4.84 0.20
C 1.36 -0.74 2.48
C 0.13 -1.38 2.60
C -0.43 -1.60 3.85
C 0.22 -1.17 5.00
C 1.44 -0.51 4.89
C 2.01 -0.30 3.64
H 7.64 -2.29 1.93
H 6.49 -3.51 1.38
H 6.33 -2.82 2.99
H 7.29 -0.37 0.52
H 5.99 3.65 -2.36
H 5.25 6.02 -2.09
H 4.49 6.81 0.12
H 4.47 5.27 2.06
H 5.17 2.91 1.76
H 3.87 -2.40 2.12
H 2.79 -1.48 -1.12
H 2.08 -0.02 -1.79
H 1.39 -2.09 -3.01
H 0.01 -1.18 -2.36
H 2.42 -4.25 -3.13
H 4.69 -5.19 -2.97
H 5.59 -5.92 -0.78
H 4.18 -5.72 1.25
H 1.92 -4.74 1.10
H -0.38 -1.70 1.70
H -1.38 -2.11 3.93
H -0.21 -1.35 5.97
H 1.95 -0.16 5.78
H 2.95 0.22 3.55
O 0.05 2.50 -3.22
C -0.47 3.81 -3.34
N 0.53 4.78 -3.71
C 1.27 5.56 -2.87
O 1.98 6.47 -3.25
C 1.17 5.20 -1.41
C 0.72 6.09 -0.45
C 0.66 5.66 0.86
C 1.01 4.36 1.16
N 1.45 3.49 0.23
C 1.56 3.93 -1.03
H -0.31 2.10 -2.42
H -0.92 4.11 -2.40
H -1.24 3.82 -4.11
H 0.72 4.91 -4.69
H 0.43 7.09 -0.74
H 0.31 6.31 1.65
H 0.95 3.97 2.17
H 1.99 3.25 -1.75
C -4.81 -5.86 -1.61
C -4.87 -4.85 -2.76
C -5.19 -3.44 -2.28
N -4.04 -2.91 -1.54
C -3.86 -1.67 -1.10
S -2.35 -1.06 -0.73
N -5.00 -0.86 -0.98
C -6.15 -1.01 -0.21
O -6.92 -0.07 -0.12
C -6.39 -2.30 0.51
C -7.64 -2.89 0.41
C -7.89 -4.09 1.05
C -6.89 -4.69 1.81
C -5.65 -4.08 1.94
C -5.40 -2.88 1.29
H -4.51 -6.84 -1.97
H -5.79 -5.95 -1.13
H -4.10 -5.55 -0.84
H -5.64 -5.14 -3.47
H -3.92 -4.84 -3.30
H -6.07 -3.46 -1.64
H -5.40 -2.78 -3.12
H -3.17 -3.43 -1.62
H -4.80 0.12 -1.16
H -8.41 -2.40 -0.18
H -8.86 -4.56 0.96
H -7.09 -5.63 2.31
H -4.88 -4.54 2.55
H -4.43 -2.40 1.39
O -0.50 1.72 -0.56
C -0.90 1.92 0.62
O -0.13 1.65 1.60
C -2.21 2.60 0.86
C -2.52 3.14 2.10
C -3.69 3.87 2.27
C -4.56 4.04 1.20
C -4.25 3.47 -0.01
C -3.08 2.75 -0.21
N -5.17 3.64 -1.15
O -4.92 3.04 -2.18
O -6.13 4.36 -1.00
H -1.83 2.98 2.92
H -3.92 4.31 3.23
H -5.47 4.61 1.30
H -2.85 2.32 -1.17
```

Properties
* highest occupied orbital energy (alpha / beta): -7.23 / -7.63 eV
* HOMO-LUMO gap (alpha / beta): 6.609 / 7.009 eV
* E_LUMO (alpha / beta): -0.62 / -0.62 eV
* spin multiplicity: 4
* energy above the lowest of the compared OMol25 structures with the same formula, charge and spin: 43.3 kJ/mol